{"formula": "C5H11N", "method": "ωB97M-V with the def2-TZVPD basis set", "elements": ["C", "C", "C", "C", "C", "N", "H", "H", "H", "H", "H", "H", "H", "H", "H", "H", "H"], "positions_angstrom": [[0.121979, -0.939530, 1.720428], [0.126003, -0.535757, 0.265119], [-0.304422, -1.603304, -0.758983], [0.139090, 0.752573, -0.101548], [0.394546, 1.183857, -1.517145], [-0.128094, 1.762417, 0.839094], [0.738051, -0.252147, 2.320405], [-0.823028, -0.818542, 2.264790], [0.520240, -1.950666, 1.696490], [-1.400556, -1.742774, -0.669631], [-0.122984, -1.534438, -1.826219], [0.111517, -2.562008, -0.429783], [1.232300, 1.917637, -1.591426], [-0.437749, 1.615580, -2.072703], [0.780755, 0.387809, -2.154101], [-0.802974, 1.627394, 1.565139], [-0.144675, 2.691897, 0.450076]], "forces_ev_per_a": [[0.13, 0.79, -0.31], [-0.88, 0.19, -0.98], [-0.07, -0.82, 1.38], [-0.59, -0.02, 0.14], [0.97, 0.56, -0.69], [1.10, 0.56, -0.77], [0.44, -0.37, -0.42], [-0.35, -0.73, -0.41], [-0.20, -0.15, 0.85], [0.34, 0.13, 0.04], [0.41, 0.61, 0.06], [0.02, -0.08, -0.21], [-0.62, -0.13, 0.45], [-0.31, 0.13, 0.32], [-0.21, -0.29, 0.35], [-0.17, -0.36, 0.02], [0.00, -0.03, 0.18]], "homo_energy_ev": -7.48, "orbital_gap_ev": 8.5, "smiles": "CC(C)=C(C)N", "fmax_ha_per_bohr": 0.031, "relative_energy_ev": 0.861}

{"formula": "C49H95BF6HgN5O13P", "method": "ωB97M-V with the def2-TZVPD basis set", "elements": ["Hg", "O", "C", "O", "B", "O", "C", "O", "O", "C", "O", "C", "O", "O", "P", "F", "F", "F", "F", "F", "F", "C", "C", "C", "C", "C", "C", "N", "O", "C", "C", "C", "H", "H", "H", "H", "H", "H", "H", "H", "H", "H", "H", "H", "H", "H", "H", "H", "H", "H", "H", "C", "C", "C", "C", "C", "C", "N", "O", "C", "C", "C", "H", "H", "H", "H", "H", "H", "H", "H", "H", "H", "H", "H", "H", "H", "H", "H", "H", "H", "H", "C", "C", "C", "C", "C", "C", "N", "O", "C", "C", "C", "H", "H", "H", "H", "H", "H", "H", "H", "H", "H", "H", "H", "H", "H", "H", "H", "H", "H", "H", "C", "C", "C", "C", "C", "C", "N", "O", "C", "C", "C", "H", "H", "H", "H", "H", "H", "H", "H", "H", "H", "H", "H", "H", "H", "H", "H", "H", "H", "H", "C", "C", "C", "C", "C", "C", "N", "O", "C", "C", "C", "H", "H", "H", "H", "H", "H", "H", "H", "H", "H", "H", "H", "H", "H", "H", "H", "H", "H", "H"], "positions_angstrom": [[14.976138, -23.191210, 3.232531], [13.106062, -18.685411, 1.465036], [12.635830, -17.757153, 0.790940], [13.062601, -16.521275, 0.924552], [12.300755, -15.627079, 0.049158], [11.464515, -16.518836, -0.798453], [11.651055, -17.791781, -0.392238], [11.004763, -18.785835, -0.776720], [13.199247, -14.742279, -0.758325], [12.807510, -13.548628, -0.688976], [13.314639, -12.627057, -1.286606], [11.687560, -13.513052, 0.304222], [11.449614, -14.652537, 0.786661], [11.191030, -12.469026, 0.709045], [17.655579, -24.491879, -0.258443], [16.142003, -24.931978, -0.064454], [17.791183, -24.828497, 1.300775], [18.200644, -25.988223, -0.453055], [19.147765, -23.973320, -0.019717], [17.499959, -24.079151, -1.855615], [17.044199, -22.967240, 0.120315], [21.921943, -17.795570, -3.501003], [20.334962, -17.521736, -3.406057], [20.198690, -15.992913, -3.443491], [18.678991, -15.524534, -3.654691], [17.860800, -16.263312, -4.770205], [18.136144, -17.829285, -4.744558], [19.564304, -18.120603, -4.485733], [20.040678, -19.379373, -4.954846], [17.175866, -18.476741, -3.789394], [17.726506, -18.256518, -6.157286], [19.875384, -18.137461, -2.053598], [22.400231, -17.502290, -4.435512], [22.108554, -18.865107, -3.404197], [22.370290, -17.400222, -2.589525], [20.372492, -15.473379, -2.501166], [20.783368, -15.502269, -4.221642], [18.621340, -14.472889, -3.935448], [18.092696, -15.723588, -2.757617], [18.189111, -15.881980, -5.737113], [16.809242, -16.035611, -4.595591], [16.198371, -18.666965, -4.232589], [17.627479, -19.460498, -3.661461], [16.978906, -17.877465, -2.900477], [16.690880, -17.978894, -6.353513], [18.376875, -17.853253, -6.933497], [17.726593, -19.322690, -6.383940], [20.649414, -18.082367, -1.288135], [19.740089, -19.216637, -2.125590], [19.002742, -17.634856, -1.636463], [19.753855, -20.029133, -4.308970], [18.435991, -20.337622, 4.726303], [17.808281, -20.019727, 6.079204], [17.332671, -18.596269, 5.947693], [16.360354, -18.076973, 7.051334], [15.273983, -19.073085, 7.327279], [15.807007, -20.512257, 7.562004], [16.681261, -20.959082, 6.355331], [17.018820, -22.247908, 6.406615], [16.385000, -20.559041, 9.037306], [14.574102, -21.306864, 7.609688], [18.912147, -20.120577, 7.110409], [19.049885, -19.596229, 4.214846], [17.633912, -20.326689, 3.988292], [18.954159, -21.288991, 4.605900], [18.194353, -17.936280, 6.047758], [16.873167, -18.364814, 4.986778], [15.864828, -17.192847, 6.650240], [16.949210, -17.827956, 7.934134], [14.637948, -19.135172, 6.444280], [14.571780, -18.749479, 8.095579], [16.746187, -21.510733, 9.427067], [17.123673, -19.784360, 9.243100], [15.641957, -20.375108, 9.813298], [14.069877, -21.299021, 6.643374], [14.742881, -22.325055, 7.960254], [13.900222, -20.897449, 8.362252], [19.857675, -19.830885, 6.651977], [19.084875, -21.142076, 7.449236], [18.814611, -19.470161, 7.979612], [17.716747, -22.302974, 7.063477], [26.235679, -29.076634, -0.592384], [26.964030, -27.865018, -1.308864], [26.020560, -27.135707, -2.239389], [24.872043, -26.334335, -1.547350], [25.574008, -25.243915, -0.672558], [26.656660, -25.814216, 0.302203], [27.464969, -26.834757, -0.371836], [28.454951, -27.311729, 0.420766], [27.625099, -24.642931, 0.701409], [25.981117, -26.293880, 1.562094], [28.050384, -28.445191, -2.221310], [25.483707, -28.661810, 0.078847], [26.754075, -29.910906, -0.119774], [25.683275, -29.598512, -1.373798], [26.494806, -26.387599, -2.874624], [25.537746, -27.811773, -2.945029], [24.365704, -27.088594, -0.945004], [24.276764, -25.878599, -2.338587], [24.800309, -24.694811, -0.135924], [26.062903, -24.557518, -1.363888], [28.218032, -24.399359, -0.180183], [27.206729, -23.677576, 0.986273], [28.391470, -24.942187, 1.416405], [26.793256, -26.595011, 2.223794], [25.389641, -25.489028, 1.998527], [25.450958, -27.243106, 1.484557], [28.513296, -27.631320, -2.779349], [27.714433, -29.080723, -3.040658], [28.819966, -28.997182, -1.681731], [29.142328, -26.775406, 0.018931], [11.432860, -25.152428, 1.555089], [11.497924, -26.610071, 2.086822], [11.545854, -27.479261, 0.810905], [12.105511, -28.913014, 0.876122], [13.282950, -28.932645, 1.697502], [13.269299, -28.192118, 3.099846], [12.726928, -26.802950, 2.951690], [12.654501, -26.052067, 4.029922], [12.547443, -29.037189, 4.131017], [14.815061, -28.129724, 3.510213], [10.223433, -26.947874, 2.860762], [10.618646, -25.162129, 0.830475], [12.313318, -24.695216, 1.103598], [11.121962, -24.572726, 2.424221], [10.557691, -27.422048, 0.354450], [12.076367, -26.952899, 0.017424], [12.400654, -29.069921, -0.161374], [11.419800, -29.729388, 1.102918], [14.136160, -28.545730, 1.140340], [13.610582, -29.968647, 1.783812], [11.635959, -29.363015, 3.629868], [13.052648, -29.970838, 4.378331], [12.176688, -28.549867, 5.032781], [15.116752, -29.005558, 4.084651], [15.529824, -27.883463, 2.724997], [14.837998, -27.445608, 4.358487], [10.202852, -28.009969, 3.104971], [9.304440, -26.821975, 2.288310], [10.129209, -26.323177, 3.749005], [12.012791, -26.521408, 4.568006], [19.380713, -31.152411, -4.336087], [18.216579, -30.890994, -5.400047], [17.828856, -29.370011, -5.252943], [17.146176, -28.707712, -6.406310], [17.756477, -29.080428, -7.769013], [18.107944, -30.584879, -7.992430], [18.651858, -31.222624, -6.771743], [19.171959, -32.474570, -7.046430], [16.930995, -31.411046, -8.623120], [19.273098, -30.458974, -9.042669], [17.010179, -31.728903, -5.166674], [20.313235, -30.618980, -4.520389], [19.711785, -32.189705, -4.386376], [18.996947, -31.024598, -3.323921], [17.075365, -29.275827, -4.470974], [18.640826, -28.726120, -4.914978], [17.100709, -27.623909, -6.299529], [16.157498, -29.166356, -6.422795], [18.571465, -28.372065, -7.917674], [17.060737, -28.882980, -8.584530], [16.019834, -31.357701, -8.027260], [16.659657, -30.936943, -9.566352], [17.166792, -32.471740, -8.709245], [19.075803, -29.789268, -9.879724], [20.223983, -30.152164, -8.607026], [19.636975, -31.411432, -9.428062], [16.181922, -31.589195, -5.861354], [16.733675, -31.553956, -4.126951], [17.136864, -32.811491, -5.159041], [20.107180, -32.391519, -6.846230]], "forces_ev_per_a": [[0.27, -0.03, -0.31], [-1.75, 1.79, -1.80], [2.48, -2.16, 1.52], [-0.47, 0.59, -0.01], [0.07, 0.04, -0.35], [0.70, -1.22, 0.48], [-3.10, -1.84, -0.79], [2.31, 3.02, 0.93], [0.69, -4.24, 0.00], [0.59, 3.07, -1.23], [-0.58, -0.08, 0.42], [-1.16, 5.45, 1.26], [-0.05, -3.39, 0.34], [0.34, -1.13, -0.73], [-0.27, 1.77, 1.94], [-1.39, -1.30, -1.64], [-0.72, -0.03, 2.96], [-0.39, -0.18, -2.06], [0.90, 1.05, -2.28], [0.66, -1.18, 1.68], [0.94, -0.08, -0.26], [-1.54, -1.19, 0.12], [2.08, 0.13, 0.52], [-3.19, 1.13, -0.37], [-0.15, -1.31, -0.94], [2.35, -0.31, 0.96], [-0.62, 1.89, -1.81], [0.14, -0.16, -0.85], [-0.58, 1.79, 0.31], [-0.12, -0.93, 0.46], [0.34, -0.93, -0.86], [0.32, 0.05, 0.41], [-0.20, 0.45, 0.18], [-0.15, -0.18, -0.14], [0.02, 0.59, -0.37], [0.85, -0.60, 0.18], [0.26, -0.44, -0.03], [0.19, 0.11, 0.54], [0.32, 0.43, 0.39], [-0.20, -0.03, -0.10], [-0.02, -0.32, -0.27], [0.10, 0.22, -0.29], [-0.47, -0.22, 1.03], [0.43, -0.46, 0.30], [0.12, 0.47, 0.14], [-0.01, 0.39, 0.13], [0.20, -0.30, 0.60], [0.25, 0.47, -0.11], [-0.47, 0.01, -0.24], [-0.17, -0.27, -0.23], [-0.20, -0.52, 0.43], [-0.81, -0.71, -1.79], [0.69, -0.27, -0.87], [-1.09, 1.51, 1.12], [0.40, -0.23, -0.70], [0.48, -0.52, -0.88], [0.20, 1.05, 0.87], [-1.65, 3.80, 1.32], [0.42, -1.61, 0.01], [0.68, 0.14, -0.03], [-1.24, -1.72, 0.10], [0.94, 0.11, 0.67], [0.48, 0.48, 1.09], [-0.45, -0.55, 0.00], [-0.07, -0.10, 0.44], [0.28, -0.17, -0.38], [0.04, -0.46, -0.16], [0.35, 0.34, 0.27], [-0.21, 0.14, 0.17], [0.03, 0.00, -0.32], [0.35, -0.23, 0.43], [0.50, -0.32, -0.72], [0.22, -0.19, -0.25], [-0.77, 0.34, -0.60], [-0.07, -0.20, 0.00], [0.07, -0.26, -0.37], [-0.05, 0.22, -0.15], [-0.03, 0.03, -0.13], [-0.02, -0.09, 0.17], [-0.33, -0.16, 0.02], [0.54, -0.53, 0.45], [-0.85, 0.67, -0.84], [-0.43, -0.78, 0.48], [-2.02, 0.93, -0.42], [2.32, -0.49, 0.53], [-0.18, -0.97, -0.64], [-0.86, 1.15, -0.43], [-1.78, 0.31, -2.31], [1.55, -0.26, 0.83], [0.64, -0.39, -1.02], [0.74, -0.94, 0.79], [0.99, 0.58, 0.03], [0.09, -0.31, 0.15], [0.79, 0.70, 0.25], [-0.24, 0.08, -0.22], [0.78, -0.17, 0.09], [0.18, -0.42, 0.07], [-0.72, 0.50, 0.05], [-0.36, -0.12, 0.38], [0.28, 0.12, 0.29], [0.03, 0.14, -0.06], [-0.03, 0.01, -0.38], [-0.59, -0.38, 0.30], [-0.39, -0.12, 0.40], [0.00, 0.36, 0.49], [-0.05, -0.26, 0.12], [-0.61, 0.40, -0.38], [0.34, 0.25, 0.25], [-0.71, -0.24, 0.42], [-0.01, 0.08, 0.09], [1.09, -0.44, 0.70], [-0.81, -0.31, 1.27], [1.05, -0.13, -1.53], [-0.23, -0.11, -0.35], [-2.09, 1.05, -1.69], [2.59, 0.17, 1.53], [2.55, -0.47, -0.90], [-0.38, -2.13, -4.10], [0.21, 0.81, 2.17], [-1.63, -0.46, -0.41], [-1.41, 0.50, 1.33], [-0.13, -0.23, 0.33], [0.00, 0.31, 0.00], [0.20, -0.57, 0.10], [-0.01, 0.55, -0.24], [-0.40, -0.39, 0.38], [0.75, 0.13, 0.35], [0.04, -0.52, -0.03], [-0.46, 0.34, 0.29], [-0.08, 0.65, -0.02], [-0.01, -0.16, 0.89], [-0.25, -0.21, 0.12], [0.36, 0.36, 0.09], [0.49, 0.19, 0.19], [-0.11, -0.64, -0.78], [-0.30, 0.15, 0.08], [0.34, 0.83, -0.33], [0.13, 0.07, 0.33], [0.25, 0.44, -0.31], [-0.10, -0.14, 0.17], [-0.43, 0.19, 1.12], [-0.79, -1.03, -1.11], [1.36, 0.56, -0.26], [0.29, 0.09, 0.45], [-0.66, -1.49, -1.70], [-0.58, 0.03, 0.59], [1.27, 0.46, -0.43], [0.55, 2.43, -0.93], [-0.51, -0.26, 0.56], [0.09, 0.80, 0.66], [0.74, -1.19, 0.20], [-1.07, -1.26, 1.74], [-0.43, 0.68, -0.01], [-0.32, -0.33, -0.04], [0.09, 0.39, -0.10], [0.30, -0.45, 0.51], [0.52, -0.47, -0.07], [-0.22, -0.15, 0.12], [-0.54, 0.58, 0.01], [0.58, -0.61, -0.22], [-0.19, 0.34, 0.08], [0.05, 0.14, 0.28], [0.23, -0.35, -0.25], [0.26, 0.19, -0.30], [-0.39, -0.08, 0.13], [-0.30, 0.75, 0.61], [-0.78, -0.39, -0.37], [0.07, 0.61, 0.19], [-0.73, 0.25, 0.03], [0.77, -0.08, -0.37], [0.34, -0.11, 0.01]], "homo_energy_ev": -8.29, "orbital_gap_ev": 1.0, "fmax_ha_per_bohr": 0.111, "relative_energy_ev": 9.095}